# 1
A cluster of 5 separate species, C37H55Cl2IN3O13 in total. Source: OMol25; level of theory: the ωB97M-V functional and the def2-TZVPD basis.

Each line ends with the Mulliken charge.
CARTESIAN COORDINATES (ANGSTROEM)
C: -0.04504 -2.31257 2.82900  -1.372
C: 0.98742 -1.26260 3.29120  -0.219
C: 0.38939 0.15096 3.46148  -1.076
I: -1.28969 -0.06073 4.75656  0.235
N: 0.01902 0.73741 2.12455  1.247
C: 1.04757 0.93077 1.29064  -1.528
N: 2.34242 0.76733 1.62814  -0.107
N: 0.68838 1.38423 0.01310  0.890
C: 1.63872 0.94416 -0.95528  -0.274
Cl: 2.73475 2.06399 -1.67505  -0.242
C: 1.64373 -0.34247 -1.31152  0.361
C: 0.70044 -1.37742 -0.81184  -0.144
Cl: 2.78274 -0.93330 -2.44813  -0.047
C: 0.44317 2.84549 0.11736  -0.894
C: -0.04829 3.18434 1.52211  -1.154
C: -0.79825 2.02542 2.17606  -0.111
C: -2.12924 1.91192 1.45160  -1.360
O: -3.07502 1.10496 2.08513  -0.370
C: -3.59407 0.09872 1.28404  -0.152
C: -2.74864 -0.79856 0.64741  1.355
C: -3.21907 -1.81906 -0.16454  0.779
C: -2.25706 -2.73632 -0.85915  -0.551
C: -4.60205 -1.94039 -0.30603  -1.863
C: -5.44303 -1.04782 0.35286  -0.301
C: -4.96767 -0.00523 1.14887  0.318
C: -5.91572 0.97728 1.80640  0.636
C: -6.61309 1.78260 0.70509  -1.550
C: -6.97000 0.21620 2.61846  -1.487
H: 0.44127 -3.03964 2.18432  0.407
H: -0.45292 -2.87359 3.65684  0.473
H: -0.84012 -1.86867 2.23783  0.412
H: 1.75094 -1.26395 2.53014  0.203
H: 1.35886 -1.56925 4.26088  0.539
H: 1.11881 0.77163 3.96493  0.509
H: 2.96602 0.17550 1.10774  0.252
H: 2.71954 1.18633 2.46149  0.288
H: 0.31481 -1.98216 -1.62193  0.599
H: 1.25487 -2.06216 -0.16695  0.188
H: -0.09325 -0.94834 -0.21359  -0.650
H: -0.31224 3.15582 -0.59459  0.498
H: 1.32775 3.43761 -0.08826  0.521
H: -0.68779 4.05331 1.45817  0.565
H: 0.79237 3.49033 2.14456  0.306
H: -1.02046 2.30924 3.19861  0.831
H: -1.97406 1.63558 0.41241  0.685
H: -2.53719 2.92478 1.44509  0.343
H: -1.67722 -0.69756 0.79285  -0.770
H: -2.81262 -3.53234 -1.34399  0.516
H: -1.71792 -2.20352 -1.63885  -0.328
H: -1.56186 -3.20781 -0.16779  0.245
H: -4.99742 -2.73818 -0.91339  0.397
H: -6.51188 -1.16231 0.24805  0.424
H: -5.33296 1.64208 2.43122  0.444
H: -7.31625 2.48780 1.13785  0.434
H: -7.11963 1.10872 0.02390  0.350
H: -5.90803 2.36158 0.11128  0.353
H: -7.82657 -0.06591 2.01708  0.362
H: -6.51048 -0.65108 3.06270  0.232
H: -7.35742 0.85734 3.40584  0.468
C: 6.22763 3.10096 -1.99762  -0.837
C: 6.95351 2.19092 -1.04200  0.512
C: 6.55227 2.33353 0.40813  -0.205
O: 7.73259 1.91083 1.09176  -0.355
C: 8.79406 2.16495 0.27306  0.604
O: 9.92778 2.09896 0.59868  -0.490
O: 8.35165 2.50473 -0.96889  -0.369
H: 6.66181 3.04080 -2.99508  0.354
H: 5.17848 2.81033 -2.04921  -0.151
H: 6.29650 4.14179 -1.67937  0.399
H: 6.86550 1.14940 -1.36851  0.232
H: 5.70729 1.70504 0.68543  0.044
H: 6.34186 3.37074 0.68195  0.340
C: 0.79474 -0.63926 -6.66187  -1.620
C: 0.33377 -0.55355 -5.23159  1.011
C: 0.32835 -1.85910 -4.46952  -0.597
O: -0.70676 -1.63110 -3.49249  -0.374
C: -1.57248 -0.72234 -4.02392  0.543
O: -2.62338 -0.44773 -3.54533  -0.524
O: -1.05951 -0.18512 -5.15008  -0.416
H: 0.63220 0.31020 -7.17050  0.414
H: 1.85453 -0.88560 -6.70924  0.334
H: 0.23183 -1.39978 -7.20375  0.349
H: 0.90592 0.20759 -4.69100  0.056
H: 1.27523 -2.08185 -3.98268  0.170
H: 0.03171 -2.70541 -5.09137  0.476
C: -5.40179 -1.54729 8.79646  -1.487
C: -5.02568 -1.42871 7.34196  0.666
C: -5.73076 -0.32868 6.58385  -0.545
O: -5.69579 -0.82696 5.23952  -0.182
C: -5.66515 -2.18621 5.31644  0.599
O: -5.81271 -2.91179 4.39045  -0.518
O: -5.43340 -2.58507 6.59168  -0.384
H: -4.96078 -2.44227 9.23328  0.363
H: -5.05249 -0.67803 9.35316  0.374
H: -6.48299 -1.62970 8.90988  0.361
H: -3.93891 -1.33649 7.23681  0.075
H: -5.21821 0.62916 6.64146  0.327
H: -6.77150 -0.20084 6.88881  0.311
C: 7.53595 -0.20650 -6.59734  -1.520
C: 6.10045 -0.32365 -6.15515  0.619
C: 5.76858 -1.55321 -5.34035  -0.458
O: 4.37318 -1.73807 -5.63177  -0.296
C: 4.14388 -1.20768 -6.86148  0.657
O: 3.13780 -1.35159 -7.47463  -0.556
O: 5.21565 -0.49748 -7.27883  -0.353
H: 7.65466 0.62519 -7.29028  0.369
H: 8.18703 -0.04121 -5.73900  0.390
H: 7.85688 -1.11050 -7.11543  0.366
H: 5.78888 0.58520 -5.63036  0.242
H: 5.92046 -1.41861 -4.27167  0.275
H: 6.31097 -2.43939 -5.67537  0.293

Charge: +1

# 2
A cluster of 9 separate species, C37H55ClNO26S in total. Source: OMol25; level of theory: the ωB97M-V functional and the def2-TZVPD basis.

Each line ends with the Mulliken charge.
CARTESIAN COORDINATES (ANGSTROEM)
O: 4.36505 2.93879 4.22694  -0.719
C: 4.21180 2.99691 2.99286  0.181
O: 4.82489 3.64621 2.10615  -0.723
C: 3.06415 2.13726 2.45008  0.171
C: 1.74548 2.58656 2.46303  -0.755
C: 0.74207 1.79009 1.95438  0.819
Cl: -0.90889 2.38227 1.98106  -0.324
C: 0.97937 0.54715 1.39713  -1.164
C: 2.29698 0.10801 1.38478  1.011
C: 3.32610 0.87976 1.90834  -0.386
N: 4.67369 0.38485 1.87037  -0.255
C: 5.02912 -0.03883 0.54893  -0.282
C: 6.18652 0.44024 -0.04563  -0.271
C: 6.52744 0.01648 -1.32274  -0.664
C: 5.72122 -0.88637 -1.99720  -0.238
C: 4.55082 -1.35746 -1.42095  -0.884
C: 4.21088 -0.92549 -0.14474  0.830
S: 2.72527 -1.45200 0.65918  -0.340
H: 1.52892 3.56551 2.87062  0.541
H: 0.18279 -0.04901 0.97442  0.429
H: 4.73356 -0.43337 2.47419  0.328
H: 6.78545 1.14459 0.51548  0.468
H: 7.42611 0.40257 -1.78693  0.440
H: 5.97947 -1.21417 -2.99661  0.385
H: 3.89869 -2.04054 -1.95021  0.456
C: -2.11917 0.27711 4.32137  -0.624
O: -3.44387 -0.17526 4.65970  -0.276
C: -3.85940 -1.23473 3.97857  0.595
O: -3.25438 -1.83172 3.12969  -0.590
O: -5.09233 -1.53736 4.40881  -0.019
C: -5.67761 -2.67407 3.77299  -0.814
H: -1.92566 1.13610 4.95620  0.335
H: -1.38958 -0.50318 4.52983  0.325
H: -2.05480 0.57921 3.27810  0.147
H: -5.08008 -3.56539 3.95407  0.321
H: -5.77917 -2.50716 2.70214  0.322
H: -6.66077 -2.79301 4.22082  0.237
C: -1.16127 5.42682 0.62595  -0.637
O: -2.06095 6.53857 0.45813  -0.280
C: -1.85689 7.54803 1.29343  0.756
O: -1.01774 7.61156 2.15084  -0.537
O: -2.75734 8.50377 1.02164  -0.329
C: -2.64501 9.65490 1.85812  -0.635
H: -1.44548 4.68443 -0.11322  0.282
H: -0.13336 5.73624 0.44694  0.358
H: -1.25334 5.00597 1.61970  0.219
H: -1.66955 10.12328 1.74045  0.292
H: -2.79963 9.38935 2.90233  0.293
H: -3.42422 10.33830 1.53210  0.208
C: 11.05869 0.25667 -5.35792  -0.653
O: 9.72053 -0.05524 -4.96684  -0.277
C: 9.19386 -1.10574 -5.59271  0.745
O: 9.74357 -1.77835 -6.42681  -0.561
O: 7.95769 -1.28320 -5.13556  -0.212
C: 7.25931 -2.38588 -5.71573  -0.714
H: 11.34532 1.12287 -4.76958  0.213
H: 11.72581 -0.57539 -5.14084  0.292
H: 11.10229 0.49815 -6.41826  0.294
H: 7.77924 -3.31912 -5.50635  0.299
H: 7.14628 -2.25146 -6.78977  0.357
H: 6.27685 -2.41610 -5.25345  0.210
C: -6.86914 1.22293 4.94312  -0.574
O: -7.71025 0.99392 6.07951  -0.309
C: -8.96066 0.64707 5.80714  0.769
O: -9.44759 0.53208 4.71252  -0.551
O: -9.59719 0.43899 6.96395  -0.307
C: -10.96503 0.05524 6.81704  -0.641
H: -5.89429 1.48337 5.34414  0.182
H: -6.78220 0.31468 4.35417  0.153
H: -7.24211 2.04205 4.33143  0.463
H: -11.04548 -0.87961 6.26542  0.291
H: -11.53000 0.83296 6.30672  0.290
H: -11.34720 -0.07712 7.82495  0.218
C: -1.45126 0.34250 -4.55300  -0.603
O: -2.35788 1.43293 -4.75037  -0.298
C: -2.15347 2.46024 -3.92517  0.802
O: -1.30549 2.52409 -3.07733  -0.533
O: -3.05333 3.40713 -4.20044  -0.323
C: -2.93071 4.56590 -3.37033  -0.595
H: -1.71790 -0.41942 -5.28034  0.161
H: -0.42450 0.65832 -4.72557  0.307
H: -1.54788 -0.06464 -3.54868  0.295
H: -1.95696 5.03349 -3.50172  0.298
H: -3.07654 4.30462 -2.32425  0.241
H: -3.70865 5.25475 -3.68591  0.247
C: -5.73428 -1.03662 7.76027  -0.450
O: -4.53671 -1.80803 7.89950  -0.358
C: -3.51001 -1.12956 8.40614  0.838
O: -3.52562 0.02265 8.75157  -0.572
O: -2.45665 -1.94532 8.46270  -0.349
C: -1.26976 -1.33336 8.97608  -0.635
H: -6.47676 -1.70124 7.32827  0.192
H: -6.08167 -0.67898 8.72767  0.422
H: -5.56723 -0.19826 7.09044  0.116
H: -1.42758 -0.98563 9.99521  0.291
H: -0.96321 -0.50134 8.34565  0.283
H: -0.50681 -2.10571 8.96245  0.229
C: 2.48440 -6.35622 -2.67871  -0.667
O: 3.58367 -5.52271 -3.05398  -0.283
C: 4.75870 -5.90769 -2.55739  0.719
O: 4.94901 -6.86937 -1.86024  -0.551
O: 5.68356 -5.04128 -2.96543  -0.163
C: 7.00245 -5.32251 -2.49101  -0.658
H: 1.60807 -5.92234 -3.15049  0.224
H: 2.63432 -7.37311 -3.03693  0.296
H: 2.35790 -6.35918 -1.59810  0.300
H: 7.34099 -6.29506 -2.84424  0.330
H: 7.03727 -5.28808 -1.40436  0.323
H: 7.64425 -4.54705 -2.89918  0.138
C: -3.02572 -0.96688 -9.05232  -0.602
O: -2.48926 -2.03933 -9.83302  -0.307
C: -1.54567 -2.74460 -9.21276  0.812
O: -1.13661 -2.55091 -8.09855  -0.540
O: -1.12992 -3.70511 -10.03865  -0.328
C: -0.10666 -4.54219 -9.49260  -0.616
H: -3.77460 -0.48444 -9.67282  0.210
H: -3.49359 -1.34625 -8.14614  0.282
H: -2.24820 -0.25051 -8.79519  0.292
H: -0.46476 -5.05439 -8.60185  0.292
H: 0.77877 -3.95789 -9.25076  0.294
H: 0.12883 -5.26691 -10.26605  0.213

Charge: -1

# 3
A cluster of 9 separate species, C37H55F16N3O14S4 in total. Source: OMol25; level of theory: the ωB97M-V functional and the def2-TZVPD basis.

Each line ends with the Mulliken charge.
CARTESIAN COORDINATES (ANGSTROEM)
F: -11.45909 10.19446 18.81699  -0.325
C: -11.53570 10.48831 20.14313  -0.018
F: -12.05334 11.72249 20.26781  -0.079
C: -12.43786 9.47994 20.84557  1.233
F: -13.69288 9.61896 20.35249  -0.324
F: -12.45577 9.79762 22.16190  -0.310
C: -11.95414 8.05741 20.65324  -1.133
O: -12.72215 7.20717 21.51072  -0.359
C: -13.37825 6.19922 20.91375  0.903
F: -14.15037 6.62788 19.88002  -0.287
F: -12.51341 5.29220 20.37746  -0.308
C: -14.26456 5.50745 21.95178  0.154
F: -15.01613 6.44360 22.55773  -0.236
F: -15.07573 4.61799 21.35533  -0.258
H: -10.50597 10.49844 20.50420  0.304
H: -10.90399 7.97328 20.93236  0.404
H: -12.08758 7.75245 19.61787  0.449
H: -13.64548 4.98285 22.68263  0.250
F: -9.77712 13.56416 22.03141  -0.306
C: -10.96707 14.15241 22.27886  0.580
F: -11.69052 13.34992 23.08798  -0.260
C: -10.73476 15.51807 22.91711  1.312
F: -9.95679 16.28771 22.11334  -0.062
F: -10.07540 15.37857 24.09683  -0.305
C: -12.02949 16.25118 23.18590  -0.999
O: -12.73852 16.44854 21.97816  0.328
C: -13.80983 17.27187 22.06455  0.629
F: -14.57617 16.99830 23.13173  -0.064
F: -13.37729 18.55357 22.21666  -0.241
C: -14.59117 17.15120 20.76380  0.662
F: -15.25825 15.97261 20.76689  0.137
F: -15.51025 18.14537 20.68716  -0.356
H: -11.50619 14.29173 21.33735  -0.320
H: -11.72439 17.21987 23.60084  0.272
H: -12.61984 15.75014 23.95532  -0.116
H: -13.95782 17.25695 19.88309  -0.822
C: -13.63997 14.07814 18.49781  -1.251
C: -12.49073 14.98359 18.15811  0.234
O: -11.30992 14.43637 18.77609  -0.128
S: -9.84387 14.96149 18.46864  1.247
C: -9.81980 15.06106 16.71066  -1.081
O: -9.62957 16.22722 19.08735  -0.559
O: -9.00480 13.87048 18.83319  -0.699
H: -13.31743 13.05206 18.32666  0.414
H: -14.51495 14.36612 17.91850  0.463
H: -13.92479 14.12318 19.55189  -0.047
H: -12.39273 14.97710 17.06754  0.541
H: -12.59602 16.03097 18.43344  -0.233
H: -10.19826 14.13121 16.29397  0.328
H: -8.77217 15.18336 16.44162  0.424
H: -10.39694 15.90681 16.34789  0.298
C: -9.80761 21.54324 16.12008  -1.386
C: -9.89145 20.34675 17.03756  0.003
O: -11.23441 20.24465 17.55373  -0.280
S: -11.62136 18.92848 18.33910  1.236
C: -10.54768 18.98090 19.73174  -0.595
O: -12.95181 19.12838 18.79993  -0.671
O: -11.30743 17.82612 17.48943  -0.560
H: -10.31544 22.41275 16.53930  0.338
H: -10.24609 21.33258 15.14518  0.326
H: -8.77092 21.84788 15.97685  0.393
H: -9.65561 19.41524 16.52141  0.277
H: -9.17631 20.48174 17.85359  0.227
H: -10.71520 19.91505 20.26331  0.669
H: -9.51627 18.98436 19.38702  0.480
H: -10.73787 18.08851 20.32063  -0.452
C: -9.74095 17.08161 27.08619  -1.567
C: -11.24276 17.07690 27.03004  0.781
O: -11.70055 15.71139 26.94551  -0.456
S: -13.25181 15.39124 27.04981  1.284
C: -13.60710 15.87636 28.72273  -1.149
O: -13.95502 16.23516 26.13620  -0.364
O: -13.33897 13.97836 26.96327  -0.687
H: -9.40555 18.09915 26.87838  0.415
H: -9.33551 16.38443 26.35593  0.229
H: -9.34337 16.83195 28.07016  0.416
H: -11.69898 17.58660 27.88122  0.437
H: -11.58027 17.63171 26.15417  -0.405
H: -12.87877 15.38474 29.35937  0.382
H: -14.62136 15.54075 28.92106  0.439
H: -13.53581 16.95861 28.76864  0.316
C: -18.43811 16.64180 20.59894  -1.118
C: -18.37681 16.78233 22.11180  0.464
O: -19.04988 18.01214 22.50345  -0.403
S: -20.06420 17.93342 23.71961  1.132
C: -21.51729 17.32653 22.89353  -0.861
O: -19.58980 16.97221 24.65463  -0.579
O: -20.31636 19.25872 24.16564  -0.622
H: -19.46747 16.35438 20.35418  0.426
H: -17.84026 15.77882 20.30797  0.183
H: -18.15446 17.55308 20.08484  0.291
H: -18.68893 15.87467 22.62442  0.568
H: -17.34298 16.96145 22.41476  -0.489
H: -21.60115 17.96854 22.01767  0.320
H: -22.37025 17.42442 23.55327  0.389
H: -21.29645 16.31742 22.55475  0.252
C: -7.57985 17.96264 23.11719  0.052
C: -7.35770 18.93606 24.06827  -0.561
C: -6.46538 18.65896 25.09781  -0.303
N: -5.76792 17.53204 25.17103  -0.613
C: -5.96987 16.60291 24.23429  -0.380
C: -6.88031 16.77186 23.20833  -0.378
H: -8.30785 18.12197 22.33357  0.555
H: -7.86181 19.89434 24.06570  0.398
H: -6.22649 19.39790 25.85591  0.401
H: -5.32090 15.74125 24.33297  0.378
H: -7.07670 15.98210 22.49336  0.443
C: -14.40471 19.52414 26.16625  -0.661
C: -14.82615 20.78313 26.56327  -0.520
C: -14.18482 21.87980 26.01654  -0.285
N: -13.19162 21.78903 25.13545  -0.603
C: -12.81515 20.57149 24.75373  -0.446
C: -13.44682 19.41937 25.18191  0.869
H: -14.88826 18.62505 26.52770  0.523
H: -15.62746 20.84818 27.28631  0.392
H: -14.45772 22.90611 26.24041  0.366
H: -12.04067 20.52219 23.99398  0.447
H: -13.11044 18.44541 24.86168  -0.116
C: -15.12416 13.35481 22.83691  -0.129
C: -15.42237 13.72740 24.14140  -0.214
C: -16.75980 13.87922 24.47897  -0.428
N: -17.76870 13.64554 23.64396  -0.569
C: -17.46932 13.21757 22.41997  -0.524
C: -16.16351 13.12137 21.95428  -0.370
H: -14.10531 13.18136 22.51278  0.490
H: -14.60547 14.02250 24.78479  0.468
H: -17.01806 14.21828 25.47701  0.366
H: -18.32041 13.00783 21.77961  0.413
H: -15.98361 12.90059 20.90866  0.427

SMILES: FC(F)C(F)(F)COC(F)(F)C(F)F.FC(F)C(F)(F)COC(F)(F)C(F)F.CCOS(C)(=O)=O.CCOS(C)(=O)=O.CCOS(C)(=O)=O.CCOS(C)(=O)=O.c1ccncc1.c1ccncc1.c1ccncc1
Energy relative to the best compared isomer or geometry (same formula, charge and spin) in eV: 0.0000

| no. | frontier orbital gap (eV) |
| --- | --- |
| 1 | 6.17 |
| 2 | 6.41 |
| 3 | 9.56 |